Record 1
Entry from the Open Molecules 2025 dataset: a cluster of 6 separate species, H12O6 in total in a non-equilibrium geometry (ωB97M-V with the def2-TZVPD basis set).

The value obtained for the frontier orbital gap is 9.913 eV. Its HOMO energy is -0.3729 Ha.

Cartesian coordinates (Å):
O: -3.0169 1.1652 1.1622
H: -3.3299 0.3022 1.8402
H: -2.0869 1.0142 1.0482
O: 0.6511 -1.4058 1.3352
H: 0.2731 -2.1198 0.6452
H: 0.3601 -1.6178 2.2952
O: -0.5189 0.6522 0.2122
H: 0.2311 1.1662 -0.1148
H: -0.0819 -0.1858 0.5952
O: 1.6371 2.0962 -0.3898
H: 2.4061 2.0392 0.1332
H: 1.2781 2.8722 -0.1658
O: 2.0961 -1.5828 -1.3378
H: 1.9451 -1.8628 -0.3308
H: 3.0431 -1.3008 -1.4918
O: -1.5999 -0.3178 -2.1888
H: -1.3819 0.2792 -1.4878
H: -1.9049 -1.1928 -1.7598

Force components x, y, z for each atom (eV/Å):
O -2.923 -3.729 3.510
H 1.455 4.016 -3.136
H 1.245 -0.202 -0.357
O -1.320 -2.968 -0.082
H 0.893 2.061 2.889
H 0.494 0.094 -2.655
O 0.332 -1.435 0.723
H 0.193 -0.029 0.006
H -0.826 1.875 -0.642
O 1.155 -4.009 -2.178
H 1.500 -0.395 0.891
H -2.312 4.849 1.160
O 0.506 -0.576 2.588
H 1.371 1.257 -3.364
H -1.636 -0.630 0.819
O -1.147 -2.960 -0.452
H 0.232 0.299 1.186
H 0.791 2.481 -0.908

Record 2
Entry from the Open Molecules 2025 dataset: a cluster of 2 separate species, C2N2O3 in total in a non-equilibrium geometry (ωB97M-V with the def2-TZVPD basis set).

The value obtained for the frontier orbital gap (alpha / beta) is 8.239 / 8.237 eV. Its HOMO energy (alpha / beta) is -0.4313 / -0.4312 Ha.

Cartesian coordinates (Å):
C: -1.1032 -0.0604 1.4535
C: 0.4130 0.6530 -0.1973
N: -1.7794 -0.2100 2.3614
N: 0.6440 -0.4586 -0.9926
O: -0.4088 -0.5791 -1.6506
O: 0.6287 1.8044 -0.1683
O: 1.6057 -1.1493 -0.8062

Force components x, y, z for each atom (eV/Å):
C 3.142 1.048 -3.379
C -1.831 4.865 4.267
N -0.924 -0.260 1.121
N -2.063 -2.151 -0.914
O 2.291 -0.490 0.097
O -0.233 -3.223 -0.414
O -0.382 0.212 -0.777

Record 3
Entry from the Open Molecules 2025 dataset: a cluster of 2 separate species, C22H30N4O6S in total in a non-equilibrium geometry (ωB97M-V with the def2-TZVPD basis set).

The value obtained for the frontier orbital gap is 8.634 eV. Its HOMO energy is -0.3030 Ha.

Cartesian coordinates (Å):
C: 2.3855 1.0476 -4.5680
C: 1.2455 1.6753 -3.8321
N: 1.3602 2.8640 -3.2962
C: 0.1318 3.2556 -2.5732
C: 0.3657 3.0118 -1.0739
O: 1.2467 4.0159 -0.5559
C: -0.9454 3.0036 -0.2933
O: -0.6410 2.7522 1.0821
C: -1.8505 1.9302 -0.9087
C: -3.1492 1.7735 -0.1161
O: -3.9887 0.8261 -0.7834
O: -2.1666 2.3122 -2.2615
C: -1.0347 2.4296 -3.1426
S: -0.2967 0.8510 -3.6815
H: 2.3222 1.3013 -5.6292
H: 3.3369 1.4215 -4.1794
H: 2.3553 -0.0396 -4.4622
H: -0.0846 4.3184 -2.7255
H: 0.8351 2.0334 -0.9523
H: 2.0355 4.0458 -1.1299
H: -1.4283 3.9831 -0.3797
H: 0.1562 3.2762 1.2967
H: -1.3304 0.9685 -0.9057
H: -2.9354 1.4279 0.9004
H: -3.6605 2.7389 -0.0448
H: -4.0144 1.0460 -1.7328
H: -1.3818 2.9427 -4.0452
C: -1.1733 -0.9477 4.6312
N: -2.0913 -2.0442 4.3229
C: -2.0593 -2.8702 3.2714
O: -2.9112 -3.7462 3.1743
C: -0.9712 -2.7167 2.1905
C: -1.3652 -1.6398 1.1648
C: -0.2988 -1.3276 0.1632
C: -0.2102 -1.8499 -1.0797
N: 0.9502 -1.4112 -1.6846
C: 1.6636 -0.5656 -0.8629
C: 2.8775 0.1207 -1.0126
C: 3.3441 0.9197 0.0452
C: 2.6003 1.0137 1.2353
C: 1.3867 0.3134 1.3770
C: 0.8846 -0.4889 0.3302
N: -0.7497 -3.9921 1.4887
C: 0.3913 -4.5456 1.0791
C: 1.7245 -3.9363 1.4645
O: 0.3734 -5.5634 0.4042
H: -0.1428 -1.3060 4.6491
H: -1.4150 -0.5357 5.6127
H: -1.2702 -0.1529 3.8899
H: -2.8468 -2.2205 4.9686
H: -0.0533 -2.4028 2.6816
H: -2.2666 -1.9582 0.6378
H: -1.6093 -0.7156 1.6882
H: -0.9217 -2.5476 -1.5074
H: 1.2288 -1.6990 -2.6108
H: 3.4495 0.0296 -1.9223
H: 4.2765 1.4591 -0.0520
H: 2.9629 1.6311 2.0456
H: 0.8162 0.4036 2.2884
H: -1.5810 -4.5209 1.2685
H: 1.8329 -2.9657 0.9909
H: 2.5206 -4.5931 1.1167
H: 1.7846 -3.8400 2.5456

Force components x, y, z for each atom (eV/Å):
C 0.015 -0.135 0.124
C 0.447 2.391 1.071
N -0.564 -1.658 -0.647
C 0.286 -0.562 -0.079
C 0.120 0.280 -0.506
O -0.107 -0.114 -0.225
C 1.037 0.317 0.079
O -0.147 0.025 -0.185
C 0.294 0.317 0.786
C -0.116 -0.073 -1.219
O 0.081 0.044 0.105
O 0.761 0.007 -0.365
C -0.854 0.514 0.742
S -0.082 -0.119 -0.105
H -0.038 -0.114 0.062
H -0.224 0.009 -0.037
H 0.045 0.053 -0.129
H 0.131 -0.114 0.021
H -0.012 -0.167 0.055
H -0.466 -0.152 0.331
H -0.133 0.027 -0.108
H -0.474 -0.331 -0.251
H 0.069 -0.090 -0.089
H -0.017 -0.104 -0.316
H 0.040 0.082 0.016
H 0.128 0.054 0.607
H -0.318 -0.241 0.236
C -0.175 -0.297 -0.286
N 0.521 1.076 0.770
C -0.627 -1.318 -0.696
O 0.333 0.120 -0.364
C 0.289 -0.405 -0.327
C -0.038 0.556 -0.019
C 0.590 0.412 0.475
C 0.256 0.028 0.182
N 0.326 -0.552 -1.024
C -0.886 -0.227 0.843
C -0.006 0.263 0.489
C -0.863 -0.729 -0.388
C -0.858 -0.682 -0.310
C 0.492 0.146 -0.394
C 0.620 0.432 0.336
N -1.255 1.292 1.248
C 1.358 -0.806 -0.522
C -0.331 -0.040 -0.006
O -0.140 -0.186 -0.148
H 0.023 0.113 0.047
H 0.001 -0.133 -0.162
H 0.117 0.104 0.076
H 0.022 -0.066 -0.182
H 0.247 -0.089 -0.054
H -0.056 -0.047 0.103
H -0.194 0.112 0.147
H 0.400 0.141 -0.338
H -0.029 0.110 0.226
H 0.097 0.010 -0.140
H 0.002 -0.033 -0.060
H -0.028 -0.007 0.030
H -0.033 0.076 0.182
H -0.099 0.003 0.045
H 0.094 0.273 0.097
H -0.196 0.007 0.018
H 0.121 0.197 0.131

Record 4
Entry from the Open Molecules 2025 dataset: a structure of composition C40H54BrF4N9SSiSr (ωB97M-V with the def2-TZVPD basis set).

The value obtained for the frontier orbital gap is 6.568 eV. Its HOMO energy is -0.2556 Ha.

Cartesian coordinates (Å):
Sr: 0.3725 -2.1119 -1.0438
C: 2.3759 -5.3139 -0.7581
N: 2.5316 -4.1513 -1.6270
C: 2.4987 -4.5643 -3.0248
C: 3.7930 -3.4344 -1.3376
C: 3.5814 -1.9239 -1.3727
N: 2.6319 -1.5659 -0.3401
C: 3.0255 -1.4388 0.9396
C: 2.0969 -1.7701 1.9532
F: 0.8885 -2.2798 1.5446
C: 2.3004 -1.5731 3.2938
F: 1.3169 -1.8922 4.1548
C: 3.4924 -1.0550 3.7681
C: 4.4419 -0.7421 2.8128
F: 5.6140 -0.2120 3.2055
C: 4.2316 -0.9195 1.4610
F: 5.2022 -0.5094 0.6118
H: 3.2095 -6.0240 -0.8653
H: 2.3265 -4.9914 0.2822
H: 1.4500 -5.8373 -1.0001
H: 2.5758 -3.6922 -3.6767
H: 3.3234 -5.2508 -3.2691
H: 1.5586 -5.0722 -3.2407
H: 4.1258 -3.7036 -0.3327
H: 4.5784 -3.7542 -2.0366
H: 4.5423 -1.4055 -1.3273
H: 3.1430 -1.6648 -2.3477
H: 3.6723 -0.9028 4.8210
C: -1.0766 -3.9780 -5.4415
C: -1.1023 -2.9083 -6.3204
C: -0.8183 -1.6434 -5.8407
C: -0.5194 -1.4785 -4.4929
N: -0.4754 -2.5140 -3.6443
C: -0.7557 -3.7303 -4.1185
C: -0.2219 -0.1280 -3.9382
C: -0.7130 1.0221 -4.5424
C: -0.3853 2.2537 -3.9993
C: 0.4281 2.3011 -2.8814
C: 0.8519 1.1045 -2.3259
N: 0.5273 -0.0835 -2.8318
H: -1.2984 -4.9848 -5.7664
H: -1.3412 -3.0549 -7.3654
H: -0.8216 -0.7919 -6.5047
H: -0.7378 -4.5329 -3.3892
H: -1.3779 0.9553 -5.3910
H: -0.7714 3.1629 -4.4409
H: 0.7135 3.2401 -2.4297
H: 1.4721 1.0859 -1.4361
N: -1.8581 -0.8780 -0.7542
C: -2.5576 -0.1762 -1.3587
C: -3.4539 0.5644 -2.1249
C: -4.0011 1.7779 -1.6497
N: -4.4451 2.7693 -1.2600
C: -3.7451 0.0522 -3.4080
N: -3.9810 -0.4259 -4.4347
S: -1.1626 -4.7310 -0.6085
C: -2.7359 -4.0586 -0.5211
N: -3.3935 -3.6712 -1.6134
C: -4.7132 -3.0412 -1.6164
C: -4.9951 -2.4195 -0.2595
C: -4.7007 -3.4309 0.8342
N: -3.3497 -3.9502 0.6578
H: -2.8771 -3.7248 -2.4756
H: -5.4718 -3.7904 -1.8592
H: -4.7249 -2.2867 -2.4017
H: -6.0369 -2.1060 -0.2099
H: -4.3665 -1.5415 -0.1172
H: -5.4217 -4.2534 0.8063
H: -4.7573 -2.9680 1.8181
H: -2.8105 -4.2476 1.4532
C: 0.9750 1.9253 4.9356
C: -0.2283 2.5122 4.1831
C: -1.3468 1.4623 4.2897
C: -0.6824 3.7859 4.9158
Si: 0.2241 2.9101 2.3608
Br: 0.2567 0.8861 1.3368
C: 2.0108 3.5788 2.1409
C: 2.2350 4.0686 0.7025
C: 2.2697 4.7598 3.0909
C: 3.0747 2.4971 2.3944
C: -1.1170 3.9114 1.4202
C: -0.9737 3.7854 -0.1050
C: -1.0460 5.4043 1.7820
C: -2.5231 3.3929 1.7603
H: 0.6493 1.6292 5.9383
H: 1.7873 2.6416 5.0569
H: 1.3686 1.0349 4.4411
H: -1.5826 1.3170 5.3493
H: -1.0285 0.5005 3.8871
H: -2.2643 1.7550 3.7849
H: -0.8444 3.5505 5.9728
H: -1.6220 4.1751 4.5227
H: 0.0600 4.5851 4.8702
H: 1.6369 4.9469 0.4599
H: 2.0166 3.2842 -0.0267
H: 3.2877 4.3450 0.5841
H: 1.5450 5.5667 2.9652
H: 3.2620 5.1745 2.8852
H: 2.2579 4.4559 4.1378
H: 2.9916 1.6761 1.6807
H: 3.0330 2.0705 3.3940
H: 4.0653 2.9471 2.2692
H: -0.0492 4.2243 -0.4746
H: -1.8084 4.3070 -0.5815
H: -1.0162 2.7453 -0.4326
H: -0.1156 5.8643 1.4454
H: -1.1435 5.5850 2.8538
H: -1.8670 5.9296 1.2840
H: -2.6186 2.3244 1.5528
H: -3.2518 3.9086 1.1282
H: -2.7964 3.5720 2.8001

Force components x, y, z for each atom (eV/Å):
Sr 0.099 -0.376 -0.131
C -0.007 -0.019 -0.015
N -0.023 0.081 -0.009
C -0.019 0.017 -0.012
C -0.007 -0.007 -0.018
C -0.005 0.007 -0.018
N 0.070 0.191 0.045
C -0.077 0.127 0.108
C -0.011 0.020 -0.001
F 0.037 0.010 0.030
C -0.009 0.007 -0.001
F 0.008 -0.004 0.009
C 0.007 -0.003 -0.010
C 0.002 -0.036 0.009
F -0.003 0.006 -0.001
C 0.088 -0.098 -0.048
F 0.002 0.010 0.006
H 0.002 0.003 0.001
H 0.002 0.001 0.002
H 0.002 0.000 -0.001
H 0.002 -0.001 0.000
H -0.001 -0.001 0.001
H -0.005 0.005 0.001
H -0.006 0.004 0.004
H 0.003 -0.004 0.004
H 0.018 -0.043 0.026
H 0.005 0.038 0.005
H 0.000 0.002 0.001
C -0.019 0.003 -0.003
C 0.009 0.010 -0.006
C -0.023 -0.006 -0.006
C -0.006 -0.027 0.059
N -0.032 0.037 -0.036
C -0.035 0.024 0.003
C -0.029 0.021 -0.020
C -0.014 0.005 0.022
C 0.001 -0.005 -0.007
C 0.013 0.006 -0.027
C 0.051 -0.008 -0.003
N 0.073 -0.076 0.012
H 0.002 -0.003 0.000
H 0.001 0.001 0.001
H -0.008 -0.007 -0.003
H 0.031 -0.011 0.002
H -0.009 -0.002 0.000
H 0.001 0.002 0.002
H 0.004 -0.013 -0.009
H 0.000 -0.004 0.015
N -0.039 0.104 0.022
C -0.163 -0.074 0.062
C 0.168 -0.025 -0.056
C 0.034 0.025 -0.039
N 0.012 0.006 0.019
C -0.169 0.004 0.042
N 0.116 -0.003 -0.042
S -0.027 0.055 0.017
C -0.039 -0.064 -0.008
N 0.032 0.044 0.001
C -0.014 0.007 0.005
C 0.013 -0.004 0.000
C 0.003 0.004 0.007
N 0.009 0.002 -0.005
H -0.010 0.009 0.004
H -0.001 -0.004 0.002
H 0.002 0.007 -0.017
H 0.001 0.002 -0.001
H -0.009 -0.004 0.001
H -0.002 -0.001 0.000
H 0.000 0.000 0.000
H 0.003 -0.001 -0.001
C 0.006 0.009 0.013
C -0.014 0.002 0.003
C 0.009 0.001 0.008
C 0.004 -0.007 0.010
Si 0.023 -0.002 0.000
Br -0.083 0.015 -0.047
C 0.003 0.012 -0.008
C 0.008 -0.004 0.009
C 0.002 0.002 0.006
C -0.013 0.017 -0.009
C 0.008 0.001 0.000
C 0.010 -0.034 0.018
C 0.000 0.004 0.007
C 0.015 -0.008 -0.006
H 0.001 -0.002 -0.002
H -0.002 -0.014 -0.001
H -0.005 -0.009 0.001
H -0.002 0.001 0.001
H -0.002 0.005 -0.004
H -0.012 0.008 -0.018
H -0.001 -0.001 0.000
H -0.002 -0.008 0.000
H 0.003 0.000 0.000
H 0.009 0.006 0.009
H 0.005 0.000 -0.006
H 0.000 -0.004 0.000
H 0.000 0.001 -0.001
H 0.000 0.000 -0.002
H 0.001 0.012 -0.004
H -0.001 0.010 0.009
H -0.002 0.006 -0.011
H 0.005 -0.001 -0.002
H -0.026 -0.001 -0.003
H -0.029 0.020 -0.005
H -0.013 0.001 0.022
H 0.005 0.002 0.000
H 0.000 0.002 -0.013
H -0.002 0.001 0.001
H -0.010 0.003 0.006
H -0.009 -0.016 0.013
H 0.008 0.002 0.011

Let's list E_tot in order: -12478.14453, -11188.50846, -52382.45907, -156233.83262 eV.
Let's list energy relative to the best compared isomer or geometry (same formula, charge and spin) in order: 286.5, 461.0, 127.0, 0.0 kJ/mol.